# 1
The following is a quantum chemistry calculation of a molecular structure, C24H28Cl3GeN9O3S3SeTi, from the Open Molecules 2025 dataset.

Structure (XYZ):
```
73
C24H28Cl3GeN9O3S3SeTi | the Open Molecules 2025 dataset | the ωB97M-V functional and the def2-TZVPD basis
Ti 0.45905 -0.69917 0.53618
N 2.75176 3.17346 0.22498
C 2.24765 1.91930 0.24475
S 0.55856 1.76496 0.63966
N 3.05422 0.94194 -0.01996
N 2.50939 -0.32558 0.04518
C 3.39368 -1.24864 -0.14385
C 3.19815 -2.67511 -0.15250
C 4.28604 -3.51050 -0.42532
C 4.11984 -4.87822 -0.50071
C 2.85662 -5.43052 -0.31330
C 1.76335 -4.62582 -0.04042
C 1.94194 -3.25330 0.05127
O 0.90304 -2.44399 0.29957
H 2.11597 3.94853 0.17994
H 3.67296 3.29497 -0.16331
H 4.40447 -0.89393 -0.32807
H 5.26164 -3.06965 -0.58948
H 4.96478 -5.51652 -0.71726
H 2.72271 -6.50162 -0.38880
H 0.77427 -5.04401 0.09517
C -4.14100 2.59560 1.67634
C -2.77038 1.90549 1.49682
N -2.64847 1.37698 0.14043
C -2.56442 2.48746 -0.80539
C -3.75482 3.45291 -0.59934
N -4.73498 2.75649 0.30418
C -5.08210 1.40470 -0.26233
C -3.80479 0.54137 -0.17818
H -4.06903 3.58635 2.12187
H -4.84063 1.99445 2.25526
H -2.67575 1.10081 2.22110
H -1.95621 2.61007 1.66851
H -2.56933 2.08235 -1.81565
H -1.62055 3.01160 -0.66226
H -4.27560 3.68837 -1.52574
H -3.47512 4.38192 -0.10428
H -5.58196 3.31598 0.37052
H -5.41998 1.56765 -1.28455
H -5.90576 1.00440 0.32568
H -3.63587 0.04827 -1.12980
H -3.90242 -0.22618 0.58487
Se -1.86338 -2.95195 -0.86236
C -3.60750 -2.64900 -1.24835
N -4.71326 -2.41573 -1.48835
N 0.15370 -6.37003 5.45229
C -0.40250 -5.29180 4.83405
C -0.34204 -5.16191 3.43493
C -0.88917 -4.06475 2.81346
C -1.50480 -3.07016 3.56877
C -1.56885 -3.17953 4.95278
C -1.02654 -4.28058 5.58000
S -2.14666 -1.65900 2.76849
O -2.92538 -2.04779 1.61931
O -2.76194 -0.81417 3.76078
N -0.83478 -0.86984 2.18222
C 0.11964 -0.47776 3.08701
S 0.03188 0.21609 4.65016
C 1.73814 0.51285 4.57422
C 2.24612 0.12247 3.38658
N 1.32225 -0.47559 2.56595
H 0.47512 -7.15138 4.91147
H -0.00667 -6.52831 6.42995
H 0.13548 -5.93593 2.84688
H -0.84125 -3.97773 1.73568
H -2.05453 -2.40389 5.52969
H -1.08542 -4.36901 6.65739
H 2.26754 0.92850 5.41494
H 3.27205 0.21574 3.06647
Cl -1.89286 -0.13405 -3.12326
Ge 0.03479 -0.13487 -2.06431
Cl 1.10754 -1.74934 -3.09215
Cl 0.87168 1.70622 -2.85881
```

⟨S²⟩: 0.758
Multiplicity: 2
Highest occupied orbital energy (alpha / beta) (eV): -10.33 / -10.33
Strongest force on any atom (hartree/bohr): 0.011
Frontier orbital gap (alpha / beta) (eV): 6.70 / 5.50
Net charge: +1
ΔE to the lowest compared entry with this formula, charge and spin (kcal/mol): 0.00
E_tot (eV): -259945.6640

Results of the Mulliken charge analysis, in e, for atoms 1 through 8:
1. Ti -0.32
2. N -0.41
3. C 0.42
4. S -0.40
5. N -1.40
6. N 1.20
7. C -0.72
8. C 0.87


# 2
The following is a quantum chemistry calculation of a molecular structure, C18H43CrN6O15S2V2 in a non-equilibrium geometry, from the Open Molecules 2025 dataset.

Structure (XYZ):
```
87
C18H43CrN6O15S2V2 | the Open Molecules 2025 dataset | the ωB97M-V functional and the def2-TZVPD basis
Cr -5.02091 16.04304 -0.06469
V -2.31596 20.83519 0.97842
V -7.63543 18.78626 -0.23332
O -6.26210 17.26214 -1.09626
H -6.59040 17.38909 -2.00765
S -7.57381 16.12856 2.00313
O -8.57095 15.09251 2.17204
O -6.32336 15.69753 1.33512
O -8.01756 17.36819 1.33713
O -7.58640 16.37633 3.45895
S -4.45309 19.08107 0.74262
O -3.69574 19.64034 1.84670
O -5.84361 19.41570 0.71042
O -3.66082 19.71372 -0.31626
O -4.35026 17.62219 0.71721
C -4.88356 22.76698 0.97757
O -3.69393 22.64583 0.67119
N -5.39952 23.74230 1.75685
C -6.88839 23.72076 1.96221
C -4.64457 24.92544 2.04490
H -5.76108 22.12612 0.80021
H -7.07175 23.81239 3.03276
H -7.36841 22.80799 1.60932
H -7.45609 24.57556 1.59461
H -3.55792 24.85633 2.09515
H -4.89616 25.69568 1.31583
H -5.03059 25.37010 2.96216
C -6.33530 20.85691 5.59590
O -6.33956 21.55229 4.57668
N -5.94457 19.57564 5.65258
C -6.35771 18.56129 6.65176
C -5.18936 18.89670 4.49447
H -6.78370 21.03102 6.58627
H -6.63938 17.56083 6.32336
H -7.25636 18.86945 7.18615
H -5.56963 18.54733 7.40464
H -4.78226 19.72484 3.91434
H -4.42293 18.27820 4.96151
H -5.91214 18.31990 3.91741
C -0.32708 18.03214 2.01891
O -1.01623 18.80133 1.28661
N -0.77930 17.05756 2.75093
C 0.15200 16.01509 3.22704
C -2.22192 16.94216 3.06371
H 0.77084 18.05305 2.09864
H 0.10539 16.00249 4.31597
H 1.18403 16.08479 2.88330
H -0.28066 15.07295 2.89046
H -2.34460 16.39440 3.99806
H -2.72361 17.90917 3.02771
H -2.57500 16.35941 2.21292
C -8.47809 20.29634 2.61749
O -8.27258 20.24209 1.37700
N -9.56644 20.70835 3.23812
C -9.66408 20.42016 4.70717
C -10.61742 21.49024 2.69359
H -7.68477 19.92356 3.28373
H -10.35172 19.64664 5.04910
H -9.65525 21.29282 5.36024
H -8.74053 19.97986 5.08306
H -11.53425 20.90956 2.59188
H -10.77759 22.36078 3.32968
H -10.48480 22.04988 1.76767
C -2.86475 17.22483 -2.21750
O -3.79589 16.53448 -1.83825
N -2.77984 17.46456 -3.58928
C -1.79131 18.33746 -4.17622
C -3.62030 16.62728 -4.47229
H -2.18879 17.74189 -1.51898
H -1.36125 19.03383 -3.45635
H -2.24494 18.79856 -5.05355
H -1.05352 17.64768 -4.58603
H -3.65067 15.55393 -4.28493
H -4.64812 16.98455 -4.53589
H -3.34162 16.84285 -5.50377
C -2.39792 21.82460 3.80400
O -1.68554 21.30309 2.91689
N -2.10754 23.08415 4.20832
C -0.90162 23.79043 3.75320
C -2.92996 23.68771 5.22146
H -3.19573 21.39169 4.42713
H -0.66169 23.87384 2.69321
H -0.07327 23.45862 4.37917
H -1.01713 24.85348 3.96461
H -2.38213 23.79323 6.15785
H -3.01455 24.69577 4.81554
H -3.81938 23.07033 5.34745
```

⟨S²⟩: 30.017
Multiplicity: 11
Highest occupied orbital energy (alpha / beta) (eV): -8.03 / -8.04
Strongest force on any atom (hartree/bohr): 0.141
Frontier orbital gap (alpha / beta) (eV): 5.54 / 5.46
Net charge: +1
E_tot (eV): -160478.8361

Results of the Mulliken charge analysis, in e, for atoms 1 through 8:
1. Cr 0.62
2. V 0.69
3. V 0.86
4. O -0.53
5. H 0.12
6. S 1.01
7. O -0.67
8. O -0.89


What is the multiplicity in the second record?
11


net charge of number 1 (C24H28Cl3GeN9O3S3SeTi)?
+1